(1)
The following is a DFT calculation (ωB97M-V/def2-TZVPD) of a molecular structure, C35H36FN3O3PSe2W.

## Properties
net charge	+3
relative energy (zero: lowest compared OMol25 entry of this formula, charge and spin)	119.4	kJ/mol
spin multiplicity	3
<S²>	2.02
LUMO energy (alpha / beta)	-8.3 / -9.5	eV

Last column: Mulliken charge in e.
Cartesian coordinates (Å):
W1 -1.73469 0.55054 -0.58012  1.301
C1 -1.53290 3.85964 -2.17593  -0.721
Se1 -2.15200 3.07738 -0.50793  0.196
C2 -4.07231 3.23366 -0.87871  -0.646
C3 -4.96880 2.27244 -0.11533  -0.847
Se2 -4.37529 0.40559 0.00044  0.329
C4 -5.60554 -0.59240 -1.12585  -1.018
H1 -1.92891 3.29660 -3.01674  0.236
H2 -0.44735 3.84199 -2.16195  0.216
H3 -1.89311 4.88641 -2.17733  0.486
H4 -4.17479 3.13332 -1.95659  0.371
H5 -4.31740 4.26188 -0.60698  0.541
H6 -5.95556 2.25923 -0.58226  0.464
H7 -5.09746 2.57791 0.92212  0.489
H8 -6.57910 -0.46176 -0.65670  0.442
H9 -5.29533 -1.63203 -1.04211  0.378
H10 -5.62525 -0.28270 -2.16387  0.386
C5 0.30763 -2.69671 5.95724  -1.946
C6 1.39996 -1.78975 5.44106  0.470
C7 2.76804 -2.44127 5.41269  -0.922
C8 3.81856 -1.39814 5.09271  -1.051
C9 3.45126 -0.60770 3.86768  0.991
C10 4.41465 0.09824 3.19132  -0.737
C11 4.10272 0.79517 2.01979  -0.215
F1 5.08020 1.46610 1.41829  -0.317
C12 2.85594 0.78998 1.47176  0.497
C13 1.84324 0.07569 2.13665  0.226
C14 0.52394 -0.01651 1.59892  0.897
O1 0.19928 0.53035 0.43669  -0.892
C15 -0.41161 -0.74432 2.33122  -0.669
C16 -0.10563 -1.34236 3.53591  -0.235
N1 1.11226 -1.26148 4.04163  0.109
C17 2.12974 -0.59506 3.35011  -0.453
C18 -1.64467 -0.60692 1.55120  0.579
O2 -1.95459 -1.37035 0.59927  -0.542
O3 -2.04243 0.63503 1.44208  -0.628
H11 0.61161 -3.04925 6.94187  0.417
H12 0.17187 -3.57741 5.32719  0.409
H13 -0.64780 -2.19232 6.09495  0.561
H14 1.45110 -0.88370 6.05310  0.229
H15 2.77438 -3.25329 4.68030  0.330
H16 2.95835 -2.88909 6.38709  0.386
H17 4.79352 -1.85653 4.92694  0.506
H18 3.93520 -0.71451 5.93857  0.392
H19 5.43724 0.11332 3.54733  0.568
H20 2.65511 1.32280 0.55712  -0.030
H21 -0.84307 -1.86756 4.11973  0.619
N2 -0.11141 0.30697 -3.51026  0.471
P1 0.36483 0.09184 -1.91257  1.072
C19 1.87749 1.01716 -1.80202  1.130
C20 3.02855 0.47615 -2.37504  -0.773
C21 4.19672 1.22987 -2.40476  -0.826
C22 4.21070 2.50676 -1.86652  -0.732
C23 3.06269 3.04481 -1.29097  -0.759
C24 1.89750 2.30002 -1.25595  -0.677
C25 0.58583 -1.66746 -1.69716  0.536
C26 -0.29229 -2.53254 -2.34702  -0.430
C27 -0.18921 -3.90133 -2.15410  -0.909
C28 0.79864 -4.40866 -1.32296  -0.685
C29 1.68715 -3.55139 -0.68235  -0.959
C30 1.58044 -2.18314 -0.85987  -0.262
C31 -1.41118 0.55418 -3.81194  0.657
C32 -1.76491 0.72114 -5.16611  -1.054
C33 -3.05715 1.00144 -5.49976  -0.623
C34 -3.99493 1.13334 -4.46695  -1.131
C35 -3.58002 0.95064 -3.18391  -0.678
N3 -2.29871 0.64508 -2.79019  0.482
H22 0.55985 0.28996 -4.26567  0.354
H23 3.03371 -0.52265 -2.79417  0.493
H24 5.09282 0.81460 -2.84394  0.511
H25 5.12340 3.08659 -1.88712  0.465
H26 3.08890 4.03637 -0.86159  0.499
H27 1.02312 2.70505 -0.75952  0.454
H28 -1.05176 -2.15388 -3.02775  0.316
H29 -0.86435 -4.56942 -2.66989  0.495
H30 0.89238 -5.47778 -1.18877  0.456
H31 2.48102 -3.95619 -0.06961  0.510
H32 2.28805 -1.52238 -0.37604  0.455
H33 -0.99405 0.61948 -5.91636  0.547
H34 -3.34069 1.12465 -6.53633  0.481
H35 -5.03159 1.36601 -4.66188  0.534
H36 -4.28174 1.06456 -2.38550  0.430

Atoms 1-6, force components in eV/Å:
W 0.555 -0.563 0.110
C -0.110 0.099 0.042
Se 0.213 0.266 0.035
C -0.152 0.080 -0.085
C -0.091 0.168 -0.045
Se -0.047 -0.234 0.126



(2)
The following is a DFT calculation (ωB97M-V/def2-TZVPD) of a molecular structure, C35H37BrHfNO6Se at a distorted geometry.

## Properties
net charge	+1
relative energy (zero: lowest compared OMol25 entry of this formula, charge and spin)	8.6	kJ/mol
spin multiplicity	1
LUMO energy	-3.6	eV

Last column: Mulliken charge in e.
Cartesian coordinates (Å):
Hf1 -0.45854 -0.55300 0.07934  1.022
C1 -3.60283 3.27490 0.88399  -2.611
C2 -2.86744 2.50430 -0.18553  1.085
C3 -1.47498 2.59217 -0.23365  1.390
C4 -0.78163 3.54485 0.70113  -2.260
C5 -0.75368 1.84668 -1.18557  0.490
C6 0.68448 2.25994 -1.47883  -1.687
C7 -1.45733 1.00371 -2.08879  0.663
C8 -0.78554 0.50195 -3.35487  -2.068
C9 -2.85219 0.89065 -1.99704  1.387
C10 -3.60837 -0.05123 -2.90428  -2.634
C11 -3.55711 1.69081 -1.09285  1.607
C12 -5.06516 1.66621 -1.11275  -2.431
H1 -4.59894 2.88213 1.05989  0.579
H2 -3.69348 4.33521 0.63008  0.391
H3 -3.06468 3.22106 1.83048  0.387
H4 -1.21844 4.54277 0.61417  0.459
H5 0.28472 3.62381 0.51439  0.458
H6 -0.90488 3.22761 1.73914  0.279
H7 0.68087 3.28355 -1.86270  0.434
H8 1.15816 1.64217 -2.23280  0.418
H9 1.31976 2.25488 -0.59638  0.055
H10 0.25756 0.24423 -3.23363  0.329
H11 -0.84534 1.29185 -4.10911  0.377
H12 -1.28258 -0.37085 -3.76899  0.429
H13 -3.90747 0.43895 -3.83585  0.388
H14 -4.51155 -0.41733 -2.42257  0.556
H15 -3.01427 -0.92269 -3.17196  0.448
H16 -5.49146 2.56379 -0.67517  0.508
H17 -5.44913 0.80638 -0.55325  0.382
H18 -5.44097 1.59512 -2.13235  0.462
O1 1.97146 -3.57302 2.53924  -0.511
C13 1.07267 -2.82897 1.92735  -0.224
O2 1.23094 -2.31445 0.84077  -0.182
C14 -0.20584 -2.65262 2.66371  0.528
C15 -0.55147 -3.25371 3.85069  -0.616
C16 -1.82478 -3.00468 4.35964  -0.544
C17 -2.69451 -2.18641 3.66103  -0.917
C18 -2.24329 -1.61211 2.48515  0.222
N1 -1.02671 -1.83636 2.01300  0.208
C19 -3.04688 -0.67833 1.62284  0.218
O3 -4.22490 -0.52187 1.76157  -0.615
O4 -2.26575 -0.09607 0.72732  0.322
H19 2.77223 -3.61634 1.98780  0.406
H20 0.14980 -3.90154 4.35886  0.596
H21 -2.13106 -3.45598 5.29424  0.476
H22 -3.70042 -1.97949 3.99962  0.589
Br1 2.85973 -4.82140 -4.96918  -0.156
C20 1.38538 -4.82327 -3.79476  -0.362
C21 0.62318 -5.97463 -3.64803  -0.348
C22 -0.46461 -5.98259 -2.78211  -0.835
C23 -0.78777 -4.84577 -2.06263  -0.496
C24 -0.01079 -3.70279 -2.22294  0.140
C25 1.07880 -3.67806 -3.08930  -0.125
C26 -0.33330 -2.50113 -1.45837  1.177
O5 0.38897 -1.42979 -1.56599  -0.560
O6 -1.30214 -2.44166 -0.64325  -0.857
H23 0.88080 -6.86121 -4.21108  0.426
H24 -1.05797 -6.88114 -2.67443  0.438
H25 -1.63254 -4.83142 -1.38608  0.509
H26 1.67041 -2.77943 -3.20027  0.551
C27 6.35692 3.44419 1.09619  -1.578
C28 5.03185 2.74258 1.24735  0.433
C29 4.62238 1.77156 0.34934  -1.040
C30 3.40668 1.10133 0.48068  0.922
C31 3.09256 0.03780 -0.52981  -1.795
C32 2.57332 1.44149 1.54784  0.669
Se1 0.86422 0.63830 1.88777  0.140
C33 2.95520 2.42110 2.47893  0.455
C34 2.10127 2.81533 3.66159  -1.548
C35 4.18297 3.04611 2.30544  -0.852
H27 6.77644 3.28917 0.10256  0.355
H28 7.07987 3.07169 1.82536  0.320
H29 6.25418 4.51749 1.25970  0.382
H30 5.26565 1.51719 -0.48782  0.388
H31 3.60145 -0.89978 -0.29256  0.462
H32 3.39215 0.34163 -1.53334  0.479
H33 2.03644 -0.19520 -0.54749  0.738
H34 1.06139 2.97796 3.38092  0.208
H35 2.48256 3.73040 4.11407  0.402
H36 2.10640 2.03249 4.42520  0.323
H37 4.47890 3.80882 3.02003  0.391

Atoms 1-6, force components in eV/Å:
Hf -0.029 0.428 1.261
C 0.047 -0.027 -0.031
C -0.113 0.022 0.075
C -0.008 -0.043 0.160
C 0.010 0.024 0.008
C 0.174 0.228 -0.450



(3)
The following is a DFT calculation (ωB97M-V/def2-TZVPD) of a molecular structure, C35H37CoF5OP2Te at a distorted geometry.

## Properties
net charge	0
relative energy (zero: lowest compared OMol25 entry of this formula, charge and spin)	46.1	kJ/mol
spin multiplicity	4
<S²>	3.76
LUMO energy (alpha / beta)	-1.6 / -1.6	eV

Last column: Mulliken charge in e.
Cartesian coordinates (Å):
Co1 1.21930 -0.37994 -4.35995  0.073
C1 -2.70490 0.03516 0.00427  -0.407
C2 -2.94404 -0.15619 -1.29907  0.007
C3 -3.30838 0.94137 -2.24094  -1.239
C4 -2.04264 1.59564 -2.88525  0.311
C5 -1.19648 2.46872 -2.01405  -0.620
C6 -1.31831 2.68959 -0.69640  0.014
C7 -2.56781 2.65493 0.11558  -0.867
C8 -3.04328 1.28938 0.72911  -0.788
C9 2.55989 -1.90860 -4.09056  -1.243
H1 -2.24037 -0.72578 0.62623  0.398
H2 -2.90547 -1.14790 -1.76332  0.190
H3 -3.92328 1.71705 -1.78511  0.419
H4 -3.88981 0.51608 -3.07256  0.458
H5 -1.41489 0.77025 -3.27992  -0.300
H6 -2.34748 2.24501 -3.72294  0.408
H7 -0.28771 2.82743 -2.54124  0.345
H8 -0.43400 3.01715 -0.13257  0.274
H9 -3.37538 3.06166 -0.51320  0.359
H10 -2.39315 3.32380 0.98056  0.374
H11 -2.61183 1.22457 1.73820  0.378
H12 -4.14086 1.31040 0.85014  0.306
H13 2.72002 -2.18478 -3.04748  0.399
H14 3.45074 -1.35458 -4.44139  0.348
H15 2.42910 -2.81940 -4.70970  0.342
P1 0.08610 -1.75372 -7.88809  0.417
P2 1.70613 0.53410 -8.24786  0.419
C10 -0.81467 -0.27786 -8.42421  -0.607
C11 -0.00645 0.75892 -8.75742  -0.960
C12 -0.39048 -2.91882 -9.24861  0.636
C13 -1.45434 -2.65985 -10.12419  -0.088
C14 -1.81805 -3.59767 -11.09636  -0.670
C15 -1.10956 -4.79446 -11.22895  -0.451
C16 -0.01033 -5.03207 -10.39551  -0.614
C17 0.35292 -4.10286 -9.41860  -0.492
C18 -0.94368 -2.32128 -6.50022  -0.429
C19 -0.55093 -1.73204 -5.29393  -0.329
C20 -1.18549 -2.08089 -4.10654  0.402
C21 -2.32300 -2.91214 -4.15938  -0.998
C22 -2.73496 -3.47267 -5.37779  -0.798
C23 -2.03465 -3.19122 -6.55917  -0.467
C24 2.48858 0.90945 -9.93315  0.306
C25 2.25935 0.03659 -11.01568  -0.282
C26 2.71476 0.34487 -12.30007  -0.638
C27 3.42582 1.52603 -12.53527  -0.473
C28 3.69256 2.37663 -11.45935  -0.617
C29 3.23792 2.07047 -10.16964  -0.409
C30 2.01987 2.05466 -7.29436  0.404
C31 3.24551 2.16266 -6.60785  -0.365
C32 3.52396 3.31723 -5.87838  -0.756
C33 2.58164 4.35516 -5.81488  -0.454
C34 1.35010 4.22716 -6.46637  -0.721
C35 1.05797 3.06767 -7.18780  -0.081
H16 -1.90466 -0.27333 -8.45578  0.781
H17 -0.32569 1.66807 -9.26502  0.780
H18 -2.01162 -1.72620 -10.04999  0.317
H19 -2.66188 -3.39031 -11.75446  0.383
H20 -1.40495 -5.53505 -11.97433  0.372
H21 0.56916 -5.94885 -10.50696  0.362
H22 1.21102 -4.28464 -8.76907  0.395
H23 0.33843 -0.99059 -5.48060  1.875
H24 -0.77620 -1.75984 -3.14196  0.046
H25 -2.87728 -3.11018 -3.24006  0.415
H26 -3.59794 -4.13741 -5.41055  0.391
H27 -2.33939 -3.62435 -7.51071  0.395
H28 1.69743 -0.88478 -10.84778  0.296
H29 2.50662 -0.33232 -13.12910  0.397
H30 3.76624 1.77532 -13.54276  0.360
H31 4.25032 3.30002 -11.62303  0.378
H32 3.45048 2.75463 -9.34553  0.299
H33 3.96530 1.34043 -6.65441  0.422
H34 4.48478 3.40945 -5.36860  0.424
H35 2.81359 5.26474 -5.25878  0.387
H36 0.61686 5.03433 -6.42394  0.393
H37 0.08754 2.97079 -7.67006  0.298
F1 0.18181 0.77364 0.04259  -0.388
Te1 1.39189 -0.40616 -0.83505  2.223
F2 1.50635 -1.12204 0.97047  -0.411
F3 -0.04552 -1.68327 -1.14759  -0.544
F4 2.84453 0.80378 -0.53692  -0.426
F5 2.67353 -1.77708 -1.30783  -0.487
O1 1.15798 0.32244 -2.55988  -0.953

Atoms 1-6, force components in eV/Å:
Co 1.763 -0.448 2.441
C 0.019 -0.409 -0.856
C 0.006 -0.242 0.650
C 0.075 0.308 -0.922
C -0.941 0.411 -0.143
C 0.932 -0.287 0.640



Number 1: M 938.4 g/mol. Number 2: M 905.0 g/mol. Number 3: M 817.2 g/mol.